1) The following is a quantum chemistry calculation of a single C6H5N molecule, from the OMol25 dataset.

Its HOMO energy is -9.3 eV.

Structure (ORCA input):
```
! wB97M-V def2-TZVPD RIJCOSX def2/J DEFGRID3
* xyz 0 1
C -1.380 -0.278 -1.073
C -1.884 0.869 -0.760
C -0.124 1.106 1.418
C 0.972 -0.412 0.020
C -1.004 -1.658 -1.108
C 0.157 -0.842 -1.173
N 0.550 0.842 0.396
H -0.417 2.042 1.486
H 0.821 -1.133 0.907
H 2.030 -0.437 -0.208
H -0.410 0.406 2.253
H 0.688 -0.505 -2.158
*
```


2) The following is a quantum chemistry calculation of a single C6H5N molecule, from the OMol25 dataset.

Its HOMO energy is -8.5 eV. As for the SMILES: C#Cc1cc[nH]c1.

Structure (ORCA input):
```
! wB97M-V def2-TZVPD RIJCOSX def2/J DEFGRID3
* xyz 0 1
C -3.059 0.081 0.028
C -1.893 -0.115 -0.009
C -0.476 0.020 -0.157
C 0.321 1.201 -0.060
C 1.706 0.718 0.029
C 0.342 -1.044 -0.253
H -4.181 -0.076 0.461
H 0.055 2.186 -0.395
H 2.761 1.038 0.254
H 2.486 -1.234 -0.088
H 0.322 -2.169 0.021
N 1.617 -0.608 0.168
*
```


2) takes first place; second place is 0.2025 hartree up.


1) The following is a quantum chemistry calculation of 2 unconnected molecules or ions with the total composition C3H4BrNO, from the OMol25 dataset.

Its HOMO energy is -10.0 eV. As for the SMILES: C=CBr.N=C=O.

Structure (ORCA input):
```
! wB97M-V def2-TZVPD RIJCOSX def2/J DEFGRID3
* xyz 0 1
C 1.740 2.018 -0.116
C -0.884 -1.676 0.467
C -0.896 -0.667 -0.378
N 1.155 1.000 -0.121
O 2.217 3.056 -0.331
Br -2.285 0.653 -0.317
H -0.001 -2.323 0.321
H -1.754 -1.829 1.070
H -0.204 -0.424 -1.139
H 0.912 0.192 0.545
*
```


2) The following is a quantum chemistry calculation of 2 unconnected molecules or ions with the total composition C3H4BrNO, from the OMol25 dataset.

Its HOMO energy is -9.6 eV. As for the SMILES: C=C=O.C=NBr.

Structure (ORCA input):
```
! wB97M-V def2-TZVPD RIJCOSX def2/J DEFGRID3
* xyz 0 1
C -1.243 0.114 0.866
C -1.474 1.278 0.413
C 0.967 -0.871 -0.948
N 2.074 -0.286 -0.765
O -0.990 -0.953 1.225
Br 3.145 -0.731 0.669
H -1.649 2.093 1.109
H -1.600 1.363 -0.690
H 0.320 -0.485 -1.723
H 0.450 -1.521 -0.155
*
```


3) The following is a quantum chemistry calculation of a single C3H4BrNO molecule, from the OMol25 dataset.

Its HOMO energy is -10.9 eV. As for the SMILES: CO[C@@H](Br)C#N.

Structure (ORCA input):
```
! wB97M-V def2-TZVPD RIJCOSX def2/J DEFGRID3
* xyz 0 1
C 1.448 -0.778 -0.262
C -0.647 1.280 0.232
C 0.026 -1.038 -0.168
N 2.550 -0.531 -0.208
O -0.803 0.026 -0.491
Br -0.412 -2.363 -1.457
H -0.799 2.138 -0.435
H 0.170 1.341 0.849
H -1.453 1.241 0.983
H -0.080 -1.317 0.956
*
```


1) takes first place; second place is 0.0186 hartree up.


1) The following is a quantum chemistry calculation of a single C3H8N2 molecule, from the OMol25 dataset.

Its HOMO energy is -8.7 eV. As for the SMILES: [H]/N=C/NCC.

Structure (ORCA input):
```
! wB97M-V def2-TZVPD RIJCOSX def2/J DEFGRID3
* xyz 0 1
C 0.234 1.266 1.458
C -0.171 0.847 0.059
N 0.504 -0.305 -0.514
C -0.163 -1.442 -0.816
N 0.347 -2.390 -1.500
H -0.192 0.634 2.240
H -0.253 2.238 1.547
H 1.295 1.357 1.662
H -1.239 0.646 -0.020
H -0.045 1.707 -0.607
H 1.337 -0.122 -1.046
H -1.231 -1.505 -0.582
H -0.424 -2.932 -1.879
*
```


2) The following is a quantum chemistry calculation of a single C3H8N2 molecule, from the OMol25 dataset.

Its HOMO energy is -8.8 eV. As for the SMILES: [H]/N=C(/C)NC.

Structure (ORCA input):
```
! wB97M-V def2-TZVPD RIJCOSX def2/J DEFGRID3
* xyz 0 1
C -0.297 -1.363 0.724
C -0.229 0.703 -0.548
C 1.057 0.866 0.179
H 0.480 -2.064 0.515
H -1.104 -1.999 1.097
H -0.114 -0.719 1.736
H -1.550 -0.748 -0.915
H 1.720 1.476 -0.472
H 0.900 1.395 1.093
H 1.538 -0.060 0.089
H -1.177 1.328 -1.922
N -0.720 -0.580 -0.327
N -0.504 1.764 -1.249
*
```


3) The following is a quantum chemistry calculation of a single C3H8N2 molecule, from the OMol25 dataset.

Its HOMO energy is -9.0 eV. As for the SMILES: [H]/N=C\NCC.

Structure (ORCA input):
```
! wB97M-V def2-TZVPD RIJCOSX def2/J DEFGRID3
* xyz 0 1
C -1.496 0.762 0.049
C -0.894 -0.697 -0.179
C 1.494 -0.112 -0.430
H -0.870 1.381 -0.546
H -1.399 0.892 1.171
H -2.506 0.948 -0.319
H -1.436 -1.381 0.503
H -0.987 -1.020 -1.243
H 0.792 -0.872 1.211
H 1.411 0.038 -1.504
H 2.724 0.481 1.087
N 0.540 -0.822 0.197
N 2.627 0.401 0.004
*
```


1) takes first place; second place is 0.0152 hartree up.


1) The following is a quantum chemistry calculation of 2 unconnected molecules or ions with the total composition CH2NO4S, from the OMol25 dataset.

Its HOMO energy (alpha / beta) is -4.3 / -4.3 eV.

Structure (ORCA input):
```
! wB97M-V def2-TZVPD RIJCOSX def2/J DEFGRID3
* xyz -1 1
C -0.012 -0.209 0.814
N -2.032 0.369 1.160
O -2.165 1.497 0.717
O 1.822 1.797 1.276
O -2.883 -0.430 1.389
O 2.224 -0.563 0.890
S 1.527 0.419 1.707
H -0.255 -1.075 1.428
H 0.183 -0.479 -0.202
*
```


2) The following is a quantum chemistry calculation of 2 unconnected molecules or ions with the total composition CH2NO4S, from the OMol25 dataset.

Its HOMO energy is -3.1 eV.

Structure (ORCA input):
```
! wB97M-V def2-TZVPD RIJCOSX def2/J DEFGRID3
* xyz -1 1
C 1.489 1.797 -1.270
N 0.749 0.879 -0.628
O 1.109 -0.331 -0.411
O -3.231 -3.042 1.465
O -0.428 1.289 -0.228
O -1.286 -2.489 2.801
S -1.874 -2.362 1.457
H 2.555 1.601 -1.564
H 0.917 2.659 -1.621
*
```


2) takes first place; second place is 0.0265 hartree up.


1) The following is a quantum chemistry calculation of a gas-phase ion, HNO2PS (charge -1), from the OMol25 dataset.

Its HOMO energy (alpha / beta) is -2.9 / -2.9 eV.

Structure (ORCA input):
```
! wB97M-V def2-TZVPD RIJCOSX def2/J DEFGRID3
* xyz -1 1
N -0.634 -1.680 0.588
O 1.955 -0.943 0.232
O -2.601 -3.250 0.874
P 0.608 -0.555 0.784
S -1.139 -3.064 0.995
H -0.050 0.312 -0.173
*
```


2) The following is a quantum chemistry calculation of a gas-phase ion, HNO2PS (charge -1), from the OMol25 dataset.

Its HOMO energy is -3.8 eV. As for the SMILES: [O-][S@@]12=N[P@@H]=1O2.

Structure (ORCA input):
```
! wB97M-V def2-TZVPD RIJCOSX def2/J DEFGRID3
* xyz -1 1
N 0.712 -0.538 -1.859
O 2.981 -1.855 -1.149
O 2.494 0.494 -0.639
P 0.742 0.454 -0.471
S 2.379 -0.726 -1.841
H 0.724 -0.476 0.709
*
```


1) takes first place; second place is 0.0231 hartree up.


1) The following is a quantum chemistry calculation of a single C7H12O5S molecule, from the OMol25 dataset.

Its HOMO energy is -8.5 eV. As for the SMILES: C/C(O)=C(/O)[C@@H](O)[C@@H](CO)SC=O.

Structure (ORCA input):
```
! wB97M-V def2-TZVPD RIJCOSX def2/J DEFGRID3
* xyz 0 1
C 2.059 1.107 0.452
C -0.142 0.620 -0.759
C -1.382 -0.070 -0.120
C -1.636 -2.005 1.847
C 0.767 1.231 0.271
C 2.999 0.084 -0.172
C -2.526 -0.474 -1.002
O 2.507 1.835 1.531
O 0.540 -0.251 -1.551
O -2.659 -1.453 2.027
O 0.097 2.287 0.965
O -2.050 -0.786 -2.314
S -0.591 -1.615 0.542
H -0.500 1.579 -1.376
H -1.801 0.332 0.815
H -1.064 -2.650 2.554
H 4.162 0.329 0.035
H 2.694 0.129 -1.292
H 2.819 -0.889 0.142
H -3.309 0.312 -1.174
H -3.038 -1.486 -0.654
H -0.063 -0.529 -2.348
H 2.723 1.271 2.301
H 0.910 2.723 1.460
H -1.517 -1.630 -2.181
*
```


2) The following is a quantum chemistry calculation of a single C7H12O5S molecule, from the OMol25 dataset.

Its HOMO energy is -8.7 eV.

Structure (ORCA input):
```
! wB97M-V def2-TZVPD RIJCOSX def2/J DEFGRID3
* xyz 0 1
C 2.477 -0.294 0.409
C -0.772 1.724 -1.123
C 0.470 0.907 0.850
C 1.326 -1.227 0.027
C -0.165 2.195 0.255
C 0.069 -0.178 -0.129
C -1.787 -2.090 -0.853
O -2.454 0.155 0.542
O 1.933 0.964 0.828
O -0.189 0.418 -1.309
O 1.101 -2.192 0.970
O -1.150 2.786 1.034
S -1.525 -0.978 0.599
H 2.962 -0.875 1.274
H 3.042 -0.025 -0.446
H -1.916 1.481 -1.005
H -0.441 2.313 -1.982
H 0.176 0.635 1.834
H 1.583 -1.583 -1.050
H 0.706 2.917 0.150
H -1.264 -1.602 -1.749
H -2.882 -2.014 -0.980
H -1.354 -3.100 -0.650
H 1.978 -2.580 1.124
H -1.927 2.244 1.380
*
```


1) takes first place; second place is 0.0078 hartree up.